C24H23Cl3FNOPt as an isolated structure, computed with the ωB97M-V functional and the def2-TZVPD basis.

Element x y z (Å)
Pt: 1.411 -0.249 0.010
Cl: 7.426 0.639 3.713
C: 5.801 0.291 3.255
C: 5.531 -0.102 1.952
C: 4.220 -0.332 1.598
Cl: 3.795 -0.743 -0.028
C: 3.134 -0.222 2.499
O: 1.933 -0.489 2.168
C: 3.481 0.176 3.816
Cl: 2.195 0.342 4.941
C: 4.780 0.431 4.188
H: 6.325 -0.220 1.233
H: 4.991 0.744 5.197
C: -3.359 0.471 2.183
C: -1.999 0.075 1.609
C: -1.171 -0.688 2.647
C: -2.104 -0.789 0.377
C: -2.997 -1.846 0.334
C: -3.039 -2.704 -0.749
C: -2.175 -2.515 -1.812
C: -1.273 -1.464 -1.820
C: -0.267 -1.313 -2.938
C: -0.899 -1.478 -4.319
C: 0.855 -2.331 -2.702
C: -1.226 -0.599 -0.710
N: -0.282 0.444 -0.674
C: -0.614 1.711 -1.010
C: -1.899 2.056 -1.470
C: -2.194 3.346 -1.847
C: -1.234 4.347 -1.784
C: 0.042 4.047 -1.327
C: 0.327 2.757 -0.952
F: 1.584 2.450 -0.519
H: -3.224 1.257 2.921
H: -3.842 -0.370 2.674
H: -4.014 0.842 1.399
H: -1.462 0.994 1.354
H: -1.611 -1.662 2.852
H: -1.112 -0.122 3.572
H: -0.160 -0.837 2.275
H: -3.662 -2.014 1.166
H: -3.726 -3.536 -0.755
H: -2.199 -3.206 -2.639
H: 0.171 -0.308 -2.886
H: -1.240 -2.496 -4.486
H: -0.174 -1.238 -5.093
H: -1.749 -0.807 -4.423
H: 0.449 -3.338 -2.645
H: 1.359 -2.107 -1.749
H: 1.588 -2.295 -3.504
H: -2.644 1.276 -1.530
H: -3.190 3.577 -2.197
H: -1.466 5.352 -2.097
H: 0.810 4.799 -1.266

Cartesian forces (eV/Å) of the 3 atoms listed first:
Pt -1.0 0.3 0.6
Cl 0.4 0.0 0.1
C -0.3 -0.1 -0.2

<S²>: 2.02
Electronic energy: -72328.6391 eV
2S+1: 3

C17H15LuN2O3S2 as an isolated structure, computed with the ωB97M-V functional and the def2-TZVPD basis.

Element x y z (Å)
Lu: -0.077 -3.032 -0.378
C: -1.528 1.226 -0.211
C: -1.532 -0.249 -0.468
N: -0.802 -1.063 0.221
N: -0.027 -0.594 1.263
C: 1.203 -0.987 1.360
S: 2.158 -1.865 0.194
S: 2.060 -0.456 2.818
C: 1.543 1.318 2.881
C: 2.465 2.142 2.027
C: 2.315 2.187 0.643
C: 3.239 2.853 -0.148
C: 4.325 3.489 0.436
C: 4.471 3.469 1.814
C: 3.547 2.800 2.603
C: -2.354 -0.809 -1.545
C: -3.575 -0.207 -1.871
C: -4.374 -0.695 -2.881
C: -3.944 -1.797 -3.616
C: -2.732 -2.390 -3.340
C: -1.903 -1.924 -2.307
O: -0.714 -2.468 -2.113
H: -0.548 1.538 0.140
H: -2.254 1.472 0.568
H: -1.781 1.774 -1.115
H: 1.612 1.596 3.930
H: 0.505 1.342 2.563
H: 1.483 1.680 0.172
H: 3.114 2.862 -1.223
H: 5.058 3.992 -0.181
H: 5.311 3.968 2.281
H: 3.668 2.781 3.680
H: -3.905 0.648 -1.294
H: -5.325 -0.227 -3.099
H: -4.559 -2.184 -4.419
H: -2.384 -3.238 -3.916
O: 0.049 -4.069 1.480
C: -0.951 -4.757 1.154
O: -1.489 -4.652 0.018
H: -1.368 -5.472 1.879

Cartesian forces (eV/Å) of the 3 atoms listed first:
Lu 2.0 0.1 0.4
C 0.0 -0.1 0.1
C 0.1 0.0 0.2

Electronic energy: -82289.3613 eV

C19H28IrNO4 as an isolated structure, computed with the ωB97M-V functional and the def2-TZVPD basis.

Element x y z (Å)
O: -2.569 3.583 0.442
C: -3.575 3.863 -0.584
C: -3.753 5.324 -0.162
H: -4.471 3.242 -0.445
H: -3.171 3.728 -1.596
C: -2.713 4.950 0.936
H: -4.737 5.572 0.240
H: -3.380 6.060 -0.877
C: -3.302 5.006 2.332
H: -4.260 4.480 2.373
H: -3.471 6.052 2.618
H: -2.614 4.563 3.060
C: -1.416 5.730 0.857
H: -1.000 5.708 -0.154
H: -0.683 5.317 1.559
H: -1.596 6.775 1.134
Ir: 2.474 -3.057 -0.073
C: 4.177 -3.128 -1.314
C: 3.122 -3.814 -2.029
C: 2.071 -2.870 -2.282
H: 3.143 -4.869 -2.283
C: 2.484 -1.594 -1.768
C: 3.769 -1.748 -1.142
H: 4.334 -0.986 -0.603
H: 5.096 -3.561 -0.931
H: 1.126 -3.076 -2.770
H: 1.939 -0.662 -1.828
C: 2.855 -4.424 1.539
C: 3.408 -3.111 1.806
C: 2.304 -2.176 1.871
H: 4.463 -2.848 1.871
C: 1.084 -2.925 1.705
C: 1.418 -4.294 1.468
H: 0.722 -5.102 1.281
H: 3.441 -5.324 1.390
H: 2.413 -1.103 2.001
H: 0.089 -2.508 1.727
O: 0.033 -1.248 -0.245
C: 0.252 0.089 0.238
C: -0.677 0.966 -0.578
H: 1.318 0.349 0.148
H: -0.008 0.123 1.305
C: -1.809 0.001 -0.974
H: -0.151 1.285 -1.486
H: -1.035 1.836 -0.028
C: -1.074 -1.308 -1.160
H: -2.346 0.303 -1.872
H: -2.506 -0.093 -0.135
H: -0.666 -1.387 -2.180
H: -1.662 -2.212 -0.950
O: 1.206 -5.850 -0.965
N: 0.108 -5.414 -1.328
O: -0.205 -4.216 -1.160

Cartesian forces (eV/Å) of the 3 atoms listed first:
O -0.6 0.6 -0.4
C -0.1 -0.3 -0.2
C 0.6 -0.6 0.4

Total charge: +1
<S²>: 8.77
Electronic energy: -32656.9653 eV
2S+1: 6

C17H24N2O4 in the gas phase, computed with the ωB97M-V functional and the def2-TZVPD basis.

Element x y z (Å)
C: -3.694 -0.784 0.632
H: -4.752 -0.629 0.826
H: -3.528 -1.843 0.447
H: -3.131 -0.491 1.515
C: -3.253 0.060 -0.565
C: -3.366 1.549 -0.254
H: -2.715 1.805 0.579
H: -4.390 1.797 0.008
H: -3.072 2.132 -1.123
O: -1.896 -0.207 -0.904
C: -1.699 -1.279 -1.804
C: -0.201 -1.557 -1.926
C: 0.354 -2.283 -0.704
N: 0.121 -1.502 0.489
C: 0.843 -1.635 1.613
O: 1.753 -2.431 1.741
C: 0.425 -0.665 2.712
H: 0.599 -1.133 3.681
H: -0.633 -0.417 2.616
C: 1.250 0.627 2.638
N: 1.219 1.228 1.316
C: 0.188 2.069 1.050
O: -0.711 2.282 1.840
C: 0.274 2.798 -0.280
H: -0.725 3.117 -0.581
O: 0.790 2.025 -1.335
C: 1.878 1.265 -1.009
C: 2.705 0.856 -2.044
C: 3.807 0.063 -1.786
C: 4.086 -0.311 -0.484
C: 3.259 0.083 0.553
C: 2.136 0.865 0.310
H: 3.493 -0.258 1.546
H: 4.944 -0.927 -0.266
H: 4.443 -0.255 -2.597
H: 2.458 1.171 -3.046
H: 0.899 3.696 -0.125
H: 0.820 1.360 3.326
H: 2.282 0.437 2.925
H: -0.627 -0.823 0.414
H: -0.129 -3.265 -0.604
H: 1.431 -2.448 -0.804
H: 0.312 -0.604 -2.054
H: -0.025 -2.168 -2.812
H: -2.219 -2.182 -1.453
H: -2.113 -1.008 -2.787
H: -3.885 -0.181 -1.435

Cartesian forces (eV/Å) of the 3 atoms listed first:
C 0.2 0.1 -0.4
H -0.1 0.0 0.1
H 0.0 -0.1 0.0

Electronic energy: -29189.7351 eV
SMILES: CC(C)OCCCNC(=O)CCN1C(=O)COc2ccccc21

C3H3N3O2 as an isolated structure, computed with the ωB97M-V functional and the def2-TZVPD basis.

Element x y z (Å)
C: -0.513 -0.726 -0.871
C: 0.893 0.555 0.508
C: 1.469 1.007 -0.805
H: -0.425 0.206 2.247
H: 0.237 -0.369 -1.694
H: -2.378 -1.143 -0.092
N: -0.051 -0.277 0.399
N: -1.807 -1.154 -1.020
N: 1.828 1.685 -1.678
O: -0.611 -0.802 1.477
O: 1.360 1.018 1.529

Cartesian forces (eV/Å) of the 3 atoms listed first:
C -5.3 -0.1 -0.7
C 4.4 2.8 -0.7
C 0.3 1.9 -0.6

Electronic energy: -11719.8466 eV

A 2-piece molecular cluster, C4H12NO3 overall, computed with the ωB97M-V functional and the def2-TZVPD basis.

Element x y z (Å)
C: -1.096 -0.391 0.469
C: -0.414 -0.280 1.840
C: 0.997 0.390 1.737
O: 0.818 1.721 1.509
N: -0.447 -1.441 -0.382
C: 0.285 -0.934 -1.507
O: -0.281 -1.687 -2.649
H: -2.170 -0.711 0.552
H: -0.888 0.570 -0.145
H: -1.041 0.276 2.547
H: -0.309 -1.256 2.285
H: 1.433 0.301 2.714
H: 1.469 -0.014 0.788
H: 0.061 -2.089 0.117
H: 1.370 -1.134 -1.519
H: 0.118 0.138 -1.874
H: -0.711 -2.525 -2.354
H: -0.369 2.970 -0.576
H: 0.550 1.932 0.394
O: 0.085 2.331 -0.796

Cartesian forces (eV/Å) of the 3 atoms listed first:
C 0.5 0.0 -0.9
C 0.2 0.2 -0.4
C -2.3 0.2 -1.6

Total charge: -1
Electronic energy: -11973.5212 eV